Run a
Molecular formula: C2H6O
Method: DFT, wB97M-V/def2-TZVPD

## Properties
Frontier orbital gap: 10.699 eV
LUMO level: 0.95 eV
HOMO level: -9.75 eV

Last column: Mulliken charge in e.
Cartesian coordinates (Å):
C1 -1.08679 0.14819 0.27183  -0.46
O1 0.01460 0.89749 0.05776  -0.23
C2 1.06226 0.15745 -0.35695  -0.46
H1 -0.32208 -0.97907 0.93970  0.10
H2 -1.86102 0.79337 0.72526  0.21
H3 -1.43938 -0.42417 -0.59468  0.26
H4 0.89738 -0.41483 -1.27785  0.26
H5 0.77920 -0.98567 0.62157  0.11
H6 1.95583 0.80725 -0.38664  0.21

---

Run b
Molecular formula: C2H6O
Method: DFT, wB97M-V/def2-TZVPD

## Properties
Frontier orbital gap: 7.774 eV
LUMO level: 0.49 eV
HOMO level: -7.28 eV

Last column: Mulliken charge in e.
Cartesian coordinates (Å):
C1 -0.95577 -0.50207 0.11184  -0.62
C2 0.71836 1.11812 0.02905  -0.73
O1 0.49211 -0.49921 0.20892  -0.32
H1 -1.29221 -0.02040 1.02908  0.30
H2 -1.29442 0.12522 -0.71827  0.31
H3 -1.27628 -1.53881 0.03140  0.30
H4 1.51671 1.26693 0.76167  0.19
H5 1.16298 1.09361 -0.97877  0.18
H6 0.92852 -1.04340 -0.47491  0.39

---

Least stable = run b

---

Run a
Molecular formula: C5H13N2O
Method: DFT, wB97M-V/def2-TZVPD

## Properties
Multiplicity: 2
Frontier orbital gap (spin up / spin down): 4.436 / 9.593 eV
LUMO level (spin up / spin down): 0.75 / 0.68 eV
HOMO level (spin up / spin down): -3.69 / -8.91 eV

Last column: Mulliken spin population.
Cartesian coordinates (Å):
C1 2.72459 -0.70481 -0.13439  0.00
O1 3.85691 -0.14401 -0.80068  0.00
C2 1.44230 -0.11809 -0.68760  0.00
C3 0.53479 0.57390 0.34000  -0.01
C4 -0.94816 0.48278 0.10605  0.74
C5 -1.62133 -0.65774 0.02360  0.48
N1 -3.07143 -0.71777 0.26420  1.43
N2 -1.65367 1.67478 0.18591  0.19
H1 2.81567 -0.54878 0.94431  0.00
H2 2.76775 -1.78883 -0.28618  0.00
H3 4.54179 0.18129 -0.19751  0.00
H4 1.61834 0.56738 -1.49982  -0.01
H5 0.85138 -0.85836 -1.20549  -0.01
H6 0.84494 1.62191 0.41704  0.01
H7 0.68284 0.20864 1.36523  -0.03
H8 -1.17754 -1.59904 -0.22906  0.09
H9 -3.63830 -0.33875 -0.55470  -0.54
H10 -3.37948 -1.70509 0.39811  -0.52
H11 -3.32068 -0.32392 1.20674  -0.64
H12 -1.36839 2.48518 0.69989  0.03
H13 -2.50230 1.70934 -0.35565  -0.21

---

Run b
Molecular formula: C5H13N2O
Method: DFT, wB97M-V/def2-TZVPD

## Properties
Multiplicity: 2
Frontier orbital gap (spin up / spin down): 9.516 / 7.950 eV
LUMO level (spin up / spin down): 1.03 / -0.57 eV
HOMO level (spin up / spin down): -8.48 / -8.52 eV

Last column: Mulliken spin population.
Cartesian coordinates (Å):
C1 2.19734 -0.15315 0.49130  0.81
O1 0.90699 1.72461 1.94306  0.11
C2 1.12206 -0.90634 -0.22884  -0.08
C3 0.53101 -0.16248 -1.43522  0.00
C4 -0.68773 0.67501 -1.01302  0.01
N1 -1.87451 -0.38117 1.36752  0.00
C5 -2.49868 -0.54380 0.27737  0.00
N2 -1.91398 -0.11669 -0.88883  0.00
H1 2.83981 0.30981 -0.27029  0.03
H2 2.85968 -0.76637 1.10232  0.03
H3 1.42829 1.05320 1.42956  -0.01
H4 1.39394 -1.94060 -0.51226  0.08
H5 0.26835 -1.18316 0.41234  0.05
H6 0.29883 -0.83775 -2.26091  0.00
H7 1.23204 0.57485 -1.84279  0.00
H8 -0.57167 1.25326 -0.09799  0.00
H9 -0.96196 1.38970 -1.80264  0.00
H10 -2.27148 -0.78009 2.20214  0.00
H11 1.51021 2.05138 2.62430  -0.01
H12 -3.57046 -0.75435 0.25650  0.00
H13 -2.23805 -0.50587 -1.75361  0.00

---

Run c
Molecular formula: C5H13N2O
Method: DFT, wB97M-V/def2-TZVPD

## Properties
Multiplicity: 2
Frontier orbital gap (spin up / spin down): 3.306 / 8.697 eV
LUMO level (spin up / spin down): -2.85 / -0.87 eV
HOMO level (spin up / spin down): -6.16 / -9.56 eV

Last column: Mulliken spin population.
Cartesian coordinates (Å):
C1 0.20135 1.42979 0.66454  0.08
O1 -1.16278 -0.32860 2.64522  -0.90
C2 0.87625 0.09804 0.36809  0.12
C3 2.03707 0.30998 -0.55960  0.36
C4 1.74340 0.76165 -1.87492  0.08
N1 -2.30579 -0.88301 0.28695  -0.15
C5 -2.31768 -2.14381 0.27545  0.02
N2 0.50245 0.84068 -2.39745  0.66
H1 -0.12816 1.93080 -0.24409  -0.01
H2 0.88096 2.08896 1.20748  -0.02
H3 -0.70562 1.23762 1.24003  0.01
H4 1.10205 -0.52089 1.23301  0.03
H5 0.15724 -0.45680 -0.25356  0.07
H6 2.57938 1.05725 -2.52321  0.07
H7 3.01231 0.58346 -0.16133  -0.01
H8 -2.01913 -0.53027 1.24333  0.02
H9 1.14633 -0.68407 -1.89823  0.64
H10 -2.13705 -2.61931 1.25289  0.00
H11 -1.43746 -0.10696 3.53859  0.03
H12 -2.47591 -2.69965 -0.65153  -0.02
H13 0.45078 0.63512 -3.39165  -0.08

---

Least stable = run c

---

Run a
Molecular formula: C4H3I
Method: DFT, wB97M-V/def2-TZVPD

## Properties
Frontier orbital gap: 8.685 eV
LUMO level: -0.17 eV
HOMO level: -8.86 eV

Last column: Mulliken charge in e.
Cartesian coordinates (Å):
C1 1.31524 -0.63464 -0.07796  -0.33
C2 0.60691 0.17256 -0.82056  -0.22
C3 -0.17366 -0.36169 0.84100  -0.37
C4 -0.42282 0.83769 0.05515  -0.16
I1 -2.39682 0.79710 -0.93113  0.02
H1 2.06938 -1.34812 -0.02691  0.39
H2 -0.77778 -1.28618 0.73414  0.19
H3 -0.22045 1.82326 0.22627  0.47

---

Run b
Molecular formula: C4H3I
Method: DFT, wB97M-V/def2-TZVPD

## Properties
Frontier orbital gap (spin up / spin down): 7.982 / 7.848 eV
LUMO level (spin up / spin down): -0.48 / -1.03 eV
HOMO level (spin up / spin down): -8.46 / -8.88 eV

Last column: Mulliken charge in e.
Cartesian coordinates (Å):
C1 0.62230 0.38741 -0.01329  0.42
C2 -0.55355 -0.00356 0.09186  1.19
C3 1.82453 0.84341 -0.08623  -1.27
C4 -1.69915 -0.54838 0.17786  -1.17
I1 -3.60465 -0.03268 -0.02725  0.18
H1 2.53363 0.12239 -0.06621  0.26
H2 2.03195 1.82580 -0.12322  0.31
H3 -1.15505 -2.59438 0.04648  0.07

---

Least stable = run b